[1]
C45H40Cl5N7O2RuS as an isolated structure. Source: OMol25; level of theory: the ωB97M-V functional and the def2-TZVPD basis.

Calculated values
* LUMO (alpha / beta): 0.0838 / 0.0581 Ha
* total charge: -1
* E_HOMO (alpha / beta): -4.38 / -5.47 eV
* 2S+1: 6
* orbital gap (alpha / beta): 6.7 / 7.1 eV

CARTESIAN COORDINATES (ANGSTROEM)
Ru -0.649 0.033 -0.106
C 0.665 3.300 -2.714
C 0.403 3.974 -1.401
C -0.067 5.278 -1.345
C -0.055 5.982 -0.152
C 0.527 5.406 0.967
C 1.010 4.102 0.939
C 1.821 3.584 2.090
C 0.816 3.339 -0.223
N 1.043 1.940 -0.237
C 2.317 1.593 -0.316
O 3.307 2.332 -0.432
C 2.578 0.110 -0.254
C 3.873 -0.371 -0.387
C 4.085 -1.740 -0.300
C 3.011 -2.583 -0.050
C 1.751 -2.022 0.078
N 1.549 -0.711 -0.056
C 0.572 -2.883 0.458
O 0.785 -4.085 0.646
N -0.580 -2.227 0.609
C -1.677 -3.082 0.905
C -2.179 -3.956 -0.076
C -1.483 -4.145 -1.391
C -3.325 -4.688 0.194
C -3.966 -4.600 1.420
C -3.415 -3.810 2.411
C -2.260 -3.071 2.179
C -1.599 -2.377 3.336
H 0.159 3.809 -3.531
H 0.368 2.256 -2.707
H 1.741 3.326 -2.901
H -0.420 5.748 -2.253
H -0.444 6.991 -0.108
H 0.640 5.984 1.877
H 1.636 4.171 2.991
H 2.879 3.655 1.832
H 1.626 2.532 2.292
H 4.662 0.348 -0.547
H 5.081 -2.145 -0.413
H 3.102 -3.652 0.068
H -1.025 -3.223 -1.746
H -2.179 -4.507 -2.146
H -0.676 -4.869 -1.271
H -3.722 -5.334 -0.579
H -4.869 -5.167 1.609
H -3.870 -3.774 3.394
H -2.339 -2.000 4.044
H -0.973 -1.556 3.007
H -0.958 -3.085 3.870
S -0.926 -1.220 -4.674
C 0.633 -0.565 -4.392
C 0.793 -0.171 -3.099
C -0.357 -0.384 -2.276
C -1.359 -0.961 -3.013
C -2.696 -1.315 -2.539
C -3.677 -1.826 -3.395
C -4.909 -2.160 -2.876
C -5.142 -1.979 -1.514
C -4.117 -1.464 -0.740
N -2.929 -1.134 -1.231
H 1.347 -0.504 -5.193
H 1.711 0.286 -2.748
H -3.470 -1.957 -4.447
H -5.680 -2.560 -3.522
H -6.083 -2.242 -1.055
H -4.248 -1.319 0.322
C -1.965 2.819 4.658
C -1.369 3.377 3.377
N -0.812 2.275 2.636
C -0.134 1.244 3.219
N 0.439 0.391 2.443
C 1.369 -0.575 2.992
C 1.789 -0.259 4.421
C 0.556 0.094 5.233
N -0.129 1.197 4.590
C -0.869 2.112 5.435
H -2.753 2.110 4.401
H -2.400 3.613 5.266
H -0.605 4.133 3.616
H -2.125 3.862 2.757
H -0.567 2.428 1.665
H 2.259 -0.591 2.352
H 0.942 -1.583 2.939
H 2.468 0.598 4.429
H 2.313 -1.108 4.862
H 0.826 0.412 6.246
H -0.109 -0.778 5.323
H -0.186 2.849 5.880
H -1.300 1.532 6.257
Cl -2.388 2.255 -2.938
C -2.953 2.380 -1.299
C -2.434 1.529 -0.337
C -3.189 1.484 0.823
Cl -2.823 0.174 1.920
C -4.256 2.320 1.128
Cl -5.105 2.200 2.630
C -4.642 3.262 0.180
Cl -5.927 4.361 0.522
C -4.008 3.261 -1.060
Cl -4.563 4.344 -2.287

=====

[2]
A 2-piece molecular cluster, C45H40N3O overall. Source: OMol25; level of theory: the ωB97M-V functional and the def2-TZVPD basis.

Calculated values
* LUMO: -0.1990 Ha
* total charge: +1
* E_HOMO: -7.89 eV
* orbital gap: 2.5 eV

CARTESIAN COORDINATES (ANGSTROEM)
C 6.024 -2.447 2.387
C 4.735 -1.714 2.566
C 4.715 -0.312 2.646
C 3.525 0.368 2.878
C 2.289 -0.332 3.016
C 1.037 0.349 3.184
C -0.147 -0.222 2.717
C -1.415 0.315 2.922
C -2.633 -0.399 2.700
C -3.875 0.299 2.606
C -5.074 -0.388 2.496
C -5.097 -1.790 2.461
C -6.411 -2.498 2.373
C -3.885 -2.495 2.510
C -2.671 -1.824 2.604
C 2.335 -1.757 2.926
C 3.531 -2.421 2.699
H 5.848 -3.525 2.334
H 6.541 -2.147 1.470
H 6.707 -2.246 3.222
H 5.640 0.247 2.505
H 3.504 1.462 2.905
H 1.036 1.348 3.623
H -0.070 -1.140 2.121
H -1.490 1.339 3.292
H -3.852 1.393 2.631
H -6.014 0.168 2.436
H -6.273 -3.582 2.354
H -7.048 -2.257 3.233
H -6.965 -2.201 1.474
H -3.907 -3.587 2.472
H -1.728 -2.379 2.648
H 1.410 -2.331 3.029
H 3.540 -3.508 2.607
C 2.703 3.747 4.184
O 1.485 4.007 4.921
C 1.513 4.497 6.169
C 2.706 4.306 7.015
C 3.539 5.406 7.278
C 4.551 5.310 8.237
C 4.780 4.092 8.887
C 4.044 2.958 8.517
C 3.040 3.049 7.558
C 0.474 5.355 6.531
N 0.449 6.179 7.630
C 1.028 6.144 8.902
C 1.293 7.382 9.483
C 1.986 7.441 10.694
C 2.326 6.246 11.344
C 1.929 5.010 10.825
C 1.268 4.951 9.598
N -0.300 7.308 7.397
C -0.879 7.109 6.232
C -1.962 7.914 5.706
C -2.954 7.396 4.842
C -4.013 8.198 4.436
C -4.133 9.502 4.937
C -3.167 10.013 5.822
C -2.086 9.226 6.202
N -0.425 5.941 5.634
C -0.507 5.691 4.245
C -0.884 4.430 3.812
C -0.984 4.177 2.440
C -0.646 5.190 1.535
C -0.235 6.449 1.983
C -0.189 6.714 3.354
H 2.376 3.487 3.172
H 3.349 4.635 4.184
H 3.197 2.897 4.664
H 3.357 6.345 6.750
H 5.134 6.193 8.503
H 5.534 4.022 9.676
H 4.237 2.001 9.008
H 2.442 2.187 7.269
H 0.984 8.277 8.937
H 2.226 8.417 11.105
H 2.874 6.288 12.283
H 2.134 4.091 11.377
H 0.964 4.008 9.145
H -2.889 6.368 4.497
H -4.758 7.805 3.747
H -4.990 10.118 4.659
H -3.266 11.019 6.226
H -1.332 9.590 6.900
H -1.077 3.644 4.544
H -1.303 3.188 2.104
H -0.720 4.992 0.467
H 0.046 7.234 1.276
H 0.085 7.711 3.723

=====

In order of appearance, energy above the lowest of the compared OMol25 structures with the same formula, charge and spin = 0.00 1.29 kcal/mol.